# C11H18O

A 2-piece molecular cluster, C11H18O overall (ωB97M-V with the def2-TZVPD basis set, the Open Molecules 2025 dataset).

XYZ file:
```
30
Properties=species:S:1:pos:R:3:forces:R:3:nbo_charge:R:1
C -0.886781 -0.577284 2.665127 1.746 1.136 3.198 -0.402
C -0.628898 0.918466 2.937782 -0.474 0.793 -2.527 -0.607
C -2.193676 -1.000830 2.107202 -0.514 -0.635 -0.266 -0.622
H -0.643425 -0.941496 3.715077 -0.391 -0.746 -1.401 0.194
H -0.053912 -0.808219 2.008781 -0.062 -0.697 -0.158 0.205
H -0.851817 1.460856 1.987529 0.177 -0.172 0.272 0.187
H -1.319637 1.419709 3.617246 0.527 -0.287 0.646 0.205
H -3.059169 -1.114933 2.748065 0.130 0.341 0.850 0.210
H -2.079858 -2.020038 1.711410 -0.117 0.477 -0.594 0.213
H 0.465955 1.075660 3.045737 -0.864 0.093 0.733 0.213
H -2.493583 -0.236962 1.400295 -0.119 -0.301 -0.826 0.205
C -0.753467 -0.314619 -2.698976 -1.802 0.845 0.229 -0.405
C -1.851892 0.808388 -2.643720 1.372 -0.938 0.558 -0.600
C 0.413976 -0.142256 -1.785770 -0.009 -0.151 0.556 -0.076
C 1.070450 1.055674 -1.539395 0.415 1.104 -0.438 -0.181
C 0.906828 -1.266554 -1.140445 1.444 -1.231 0.232 -0.162
C 2.329879 1.100060 -0.936163 -0.331 -0.709 1.527 -0.296
C 2.170895 -1.308595 -0.534380 -1.113 2.029 1.122 -0.278
C 2.808273 -0.071586 -0.320444 0.032 -0.450 -1.825 0.307
O 3.985930 -0.090076 0.347113 0.342 -0.060 0.530 -0.669
H -1.246825 -1.239657 -2.407153 0.169 -0.336 -0.528 0.206
H -0.439396 -0.318158 -3.735281 0.380 -0.533 -0.165 0.212
H -1.272496 1.663269 -2.317870 -0.601 0.819 -0.547 0.200
H 0.588047 2.012272 -1.800307 0.487 -0.550 -0.287 0.210
H 0.367571 -2.211490 -1.064507 -0.229 0.283 -0.603 0.209
H 2.900511 2.005619 -0.695556 -0.557 -0.043 -0.429 0.206
H 2.482769 -2.124425 0.092238 0.160 -0.459 -0.233 0.222
H 4.200683 0.791522 0.665310 0.050 0.063 -0.088 0.478
H -2.529575 0.584461 -1.835275 -0.451 -0.017 0.167 0.203
H -2.387361 0.891221 -3.593673 0.205 0.332 0.294 0.212
```
Forces are in eV/Å.

Summary:
Multiplicity: 1
Highest occupied orbital energy: -8.37 eV
E: -13745.2857 eV
E_LUMO: 0.028 hartree
ΔE to the lowest compared entry with this formula, charge and spin: 31.8 kcal/mol

=====

# C4H14NO2

A 2-piece molecular cluster, C4H14NO2 overall (ωB97M-V with the def2-TZVPD basis set, the Open Molecules 2025 dataset).

XYZ file:
```
21
Properties=species:S:1:pos:R:3:forces:R:3:nbo_charge:R:1
C 1.539347 0.511235 -0.171327 0.078 0.130 -0.129 -0.213
C 0.316127 1.225280 -0.740415 0.118 -0.725 0.532 -0.433
C -0.980321 0.420534 -0.616289 0.309 -0.524 -0.246 -0.420
C -1.727389 0.620902 0.677276 -0.078 -0.532 0.217 -0.060
O -2.145105 1.950890 0.779513 -0.177 0.426 -0.090 -0.722
N 1.721556 -0.855762 -0.805237 0.416 0.583 -0.338 -0.697
H 1.449644 0.362160 0.902606 0.071 -0.135 -0.020 0.224
H 2.452948 1.066652 -0.384834 -0.079 0.014 0.122 0.229
H 0.192517 2.106617 -0.120096 0.064 0.479 -0.297 0.262
H 0.509872 1.495668 -1.774988 -0.002 0.244 -0.059 0.221
H -0.825910 -0.662103 -0.713051 0.210 0.040 -0.030 0.175
H -1.614249 0.647531 -1.461032 -0.383 0.317 -0.087 0.238
H -2.558942 -0.089496 0.668904 -0.178 0.136 0.102 0.178
H -1.110726 0.360482 1.550921 0.128 -0.047 -0.112 0.149
H -2.997179 1.993148 1.220642 0.014 0.089 0.057 0.490
H 1.595569 -0.759499 -1.814993 -0.451 -0.252 0.084 0.431
H 1.087184 -1.533420 -0.353436 -0.009 -0.144 -0.048 0.475
H 2.675920 -1.200767 -0.715808 0.048 -0.029 0.392 0.437
H 0.498174 -2.415310 1.987433 -0.016 -0.056 -0.015 0.508
H -0.487542 -2.778463 0.855027 0.043 -0.107 0.171 0.501
O 0.408506 -2.466281 1.029186 -0.127 0.093 -0.208 -0.973
```
Forces are in eV/Å.

Summary:
Multiplicity: 1
Highest occupied orbital energy: -13.65 eV
Charge: +1
E: -9953.8695 eV
E_LUMO: -0.119 hartree
ΔE to the lowest compared entry with this formula, charge and spin: 20.6 kcal/mol

=====

# C4H14N3

An isolated ion of composition C4H14N3 and charge +1 (ωB97M-V with the def2-TZVPD basis set, the Open Molecules 2025 dataset).

XYZ file:
```
21
Properties=species:S:1:pos:R:3:forces:R:3:nbo_charge:R:1
N 0.207695 -1.118655 -0.853211 0.322 -0.034 0.000 -0.868
C -0.328829 -0.048738 0.008026 0.541 -0.341 -0.066 -0.085
C 0.610333 0.386684 1.117163 0.119 0.644 0.046 -0.423
C 1.903864 1.105735 0.604913 -0.687 -0.805 0.054 -0.223
N 1.749305 1.625375 -0.755763 0.445 0.589 0.004 -0.866
C -1.671748 -0.508735 0.596398 -0.038 0.168 -0.140 -0.230
N -2.370061 -1.351212 -0.426379 0.985 0.301 -0.702 -0.708
H 0.788609 -0.699704 -1.580135 -0.367 0.053 0.021 0.408
H 0.865227 -1.713544 -0.349145 -0.317 -0.035 0.129 0.380
H -1.535649 -1.680669 -1.010137 -0.117 -0.154 0.284 0.471
H -0.465322 0.802521 -0.653334 -0.281 0.097 -0.032 0.234
H 0.853626 -0.461984 1.763923 0.096 0.006 -0.074 0.213
H 0.083888 1.104561 1.751122 -0.189 -0.066 0.061 0.216
H 2.719010 0.393867 0.607166 0.200 -0.163 0.010 0.196
H 2.141317 1.861945 1.339336 0.233 0.294 0.100 0.201
H 1.626084 2.639254 -0.736081 -0.174 -0.344 -0.034 0.374
H 2.633938 1.501986 -1.238722 -0.146 -0.007 -0.087 0.376
H -1.561301 -1.122649 1.479011 0.186 -0.121 0.220 0.222
H -2.294284 0.343030 0.833429 -0.139 0.103 0.171 0.234
H -2.878398 -2.135005 -0.032219 -0.283 0.049 -0.141 0.443
H -2.926092 -0.777885 -1.059043 -0.387 -0.235 0.175 0.436
```
Forces are in eV/Å.

Summary:
Multiplicity: 1
Highest occupied orbital energy: -13.05 eV
Charge: +1
E: -8839.3215 eV
E_LUMO: -0.115 hartree
ΔE to the lowest compared entry with this formula, charge and spin: 16.2 kcal/mol

=====

# C34H34BF3MnN7O2

C34H34BF3MnN7O2 as an isolated structure (ωB97M-V with the def2-TZVPD basis set, the Open Molecules 2025 dataset).

XYZ file:
```
82
Properties=species:S:1:pos:R:3:forces:R:3:mulliken_spin:R:1
Mn -1.272782 -19.242675 -1.471178 -1.040 0.791 -1.108 4.173
C 1.774802 -23.369971 0.329708 -0.133 -0.152 -0.313 -0.001
C 0.629772 -22.418422 0.303413 -0.899 -0.027 1.459 0.004
C -0.238632 -22.201866 1.405911 0.192 0.395 -2.266 0.006
C -1.205426 -21.308905 0.912258 0.833 -2.030 0.517 0.054
N -0.990095 -21.030947 -0.382934 1.596 0.440 -0.461 0.059
N 0.218253 -21.700146 -0.750910 -0.388 -0.013 1.680 -0.008
B 0.990200 -21.421793 -2.111174 0.458 0.030 0.334 -0.070
N 1.551434 -19.955149 -2.067172 -2.120 1.291 -0.526 0.044
N 0.642136 -18.868148 -2.311414 1.872 -0.352 0.983 -0.003
C 1.413480 -17.758019 -2.380730 0.129 -1.819 0.041 -0.006
C 2.763993 -18.061076 -2.113811 -0.997 -1.307 -0.029 0.014
C 2.785160 -19.457591 -1.969674 0.715 0.667 -0.407 0.012
C 3.966656 -20.372795 -1.929919 -1.361 -0.792 0.761 -0.001
C 0.938138 -16.520736 -2.928385 -0.029 2.389 0.309 0.017
C -0.407701 -16.174174 -3.142968 0.891 -0.785 0.032 -0.036
C -0.719159 -14.893524 -3.572577 -1.588 0.253 0.156 0.002
C 0.251939 -13.942584 -3.788634 0.675 0.769 -0.747 0.001
C 1.608566 -14.311437 -3.673571 -0.706 0.293 0.328 0.000
C 1.947240 -15.544376 -3.160731 -0.369 -0.805 -0.256 0.000
N -0.100624 -21.633801 -3.147721 -2.220 0.601 -0.608 0.024
N -0.973909 -20.574018 -3.506794 1.625 -0.805 -0.467 0.065
C -1.661480 -21.046394 -4.547377 -0.798 -0.496 0.236 -0.001
C -1.583731 -22.455481 -4.615745 1.199 0.123 -0.326 -0.001
C -0.559909 -22.781111 -3.714470 0.148 0.455 -0.400 0.003
C 0.033614 -24.122645 -3.403845 -1.104 -0.153 -0.930 0.001
C -2.435025 -20.189468 -5.461873 -0.520 0.471 0.434 -0.002
C -2.406947 -18.782456 -5.274980 -1.062 -1.702 -1.254 0.006
C -3.293627 -18.026077 -6.054245 1.421 2.227 2.352 0.001
C -4.168617 -18.589059 -6.933297 -0.802 -0.180 -0.803 0.000
C -4.193762 -19.975778 -7.131642 0.553 -0.520 0.067 0.000
C -3.286131 -20.798337 -6.421714 -0.241 0.704 -0.184 -0.001
C -2.333461 -20.934613 1.750896 -1.564 0.822 -0.256 -0.029
C -2.411347 -21.350455 3.109230 0.939 0.233 -1.567 -0.001
C -3.327689 -20.788449 3.956261 -0.463 -0.131 -0.461 0.000
C -4.275959 -19.926400 3.443343 -1.194 1.065 -0.397 0.000
C -4.325769 -19.613551 2.087478 1.070 -0.578 -0.042 0.009
C -3.360678 -20.131897 1.216544 -0.025 0.018 0.712 0.085
H 2.301106 -23.280830 1.271152 0.224 0.173 0.115 0.000
H 2.439456 -23.191073 -0.504348 0.277 -0.104 -0.055 0.000
H 1.424861 -24.409371 0.291118 -0.053 0.208 -0.168 0.000
H -0.317151 -22.718396 2.342185 0.559 -0.073 -0.016 0.001
H 1.985897 -22.149726 -2.357963 -1.194 0.336 0.626 0.000
H 3.568567 -17.351315 -2.093018 0.248 -0.385 0.034 0.001
H 4.887557 -19.860125 -1.883678 0.922 0.690 0.212 0.000
H 3.957965 -20.977223 -2.824311 0.065 -0.255 -0.298 0.000
H 3.851667 -21.059008 -1.071217 0.341 0.245 -0.328 0.000
H -1.202039 -16.907394 -2.955863 0.427 0.689 -0.192 0.054
H -1.797796 -14.637549 -3.696181 0.966 -0.235 0.109 0.000
H -0.027964 -12.904580 -4.110972 0.347 -1.193 0.294 0.000
H 2.380214 -13.622745 -3.959521 0.227 0.330 0.097 0.000
H 2.994794 -15.831831 -2.973411 -0.716 0.540 -0.379 0.000
H -2.024370 -23.067902 -5.416045 0.346 0.140 0.878 0.000
H -0.669473 -24.894338 -3.844068 0.850 0.674 0.976 0.000
H 0.240202 -24.217586 -2.341043 -0.301 -0.340 0.062 0.000
H 0.968269 -24.235235 -3.921921 0.579 -0.070 -0.260 0.000
H -1.761489 -18.357936 -4.528131 0.051 0.176 -0.015 0.006
H -3.297946 -16.920830 -5.760933 -0.235 -1.556 -0.947 0.000
H -4.835844 -17.904522 -7.475104 0.135 -0.604 0.174 0.000
H -4.919600 -20.403189 -7.840513 0.530 0.134 0.363 0.000
H -3.208221 -21.894712 -6.616535 -0.364 1.149 0.267 0.000
H -1.700377 -22.112569 3.404403 -0.147 0.347 0.519 0.000
H -3.363691 -21.036658 4.986649 0.076 -0.310 0.754 0.000
H -5.058285 -19.469410 4.064378 0.551 -0.302 0.022 0.000
H -5.023858 -18.909185 1.686884 -0.577 0.154 0.023 0.000
H -3.451958 -19.905258 0.144369 0.432 -0.057 0.575 -0.062
N -3.792753 -20.566644 -1.995327 0.640 -0.563 -0.158 0.060
C -4.992256 -19.784554 -2.321228 -1.186 -0.959 -0.300 -0.003
C -4.985044 -18.329098 -1.926012 0.198 1.290 -0.555 0.001
C -3.825799 -17.462216 -2.544139 -1.425 1.092 -0.288 0.005
O -4.099127 -16.438666 -3.215881 0.796 -2.215 1.301 0.003
O -2.626166 -17.877002 -2.284033 0.634 -0.770 0.553 -0.018
H -3.249105 -20.891291 -2.820156 -0.846 0.350 0.786 -0.004
H -4.082645 -21.392464 -1.460081 0.456 0.360 -0.430 0.003
H -5.847268 -20.241955 -1.754944 0.603 0.296 -0.526 -0.001
H -5.269386 -19.888709 -3.387919 0.276 0.088 0.342 0.001
H -4.978094 -18.266958 -0.832972 0.326 0.204 -0.035 -0.001
H -5.940120 -17.868709 -2.258647 0.582 -0.279 0.170 -0.001
F -0.177244 -16.662956 0.150729 -0.687 -1.931 -0.830 -0.041
C -0.876421 -17.861222 0.324316 0.277 2.383 1.567 -0.345
F -0.242836 -18.457131 1.349552 -0.014 -0.572 -0.814 -0.041
F -2.062509 -17.448147 0.829374 0.113 -0.664 -0.817 -0.039
```
Forces are in eV/Å.

Summary:
Multiplicity: 5
Highest occupied orbital energy (alpha / beta): -8.27 / -8.27 eV
E: -90486.4912 eV
E_LUMO (alpha / beta): -0.096 / 0.001 hartree
ΔE to the lowest compared entry with this formula, charge and spin: 0.0 kcal/mol